Record 1
# C21H64N10O11

11 unconnected molecules or ions with the total composition C21H64N10O11 (ωB97M-V/def2-TZVPD, OMol25).

Energy above the lowest of the compared OMol25 structures with the same formula, charge and spin in eV: 8.357
Spin multiplicity: 1
Frontier orbital gap in eV: 8.52

The geometry in XYZ format:
```
106
C21H64N10O11 (ωB97M-V/def2-TZVPD)
C -1.34283 -4.20268 -0.94629
O -0.75719 -3.19785 -0.18075
H -1.14780 -3.83498 -1.91726
H -2.39657 -4.28100 -0.70177
H -0.87191 -5.11937 -0.73141
H -0.80630 -3.38201 0.75764
C 2.54636 0.63551 -3.15609
O 2.91092 1.49612 -4.18478
N 3.13622 -0.47608 -2.99656
N 1.51933 0.83112 -2.42278
H 3.93008 -0.63985 -3.61169
H 3.16613 -0.97333 -2.07263
H 1.12901 1.79726 -2.41847
H 1.32863 0.30159 -1.56908
C -2.43290 -0.09852 -1.55859
O -2.81134 0.52028 -2.76356
N -3.11157 0.02157 -0.49728
N -1.39892 -0.87866 -1.54847
H -4.10343 0.25514 -0.59955
H -2.72773 -0.25764 0.41799
H -1.03126 -0.84801 -2.51085
H -1.19038 -1.77246 -0.93792
C -1.03362 3.60033 3.25499
O -1.38732 3.23601 4.55637
N -1.95575 3.88472 2.39123
N 0.13290 3.64910 2.72058
H -2.86928 3.61165 2.80409
H -1.91642 3.94916 1.34239
H 0.94638 3.42354 3.23945
H 0.24925 4.32810 1.89258
C 0.84722 0.82087 0.86007
O 1.71691 0.65519 1.89079
N -0.08959 1.74014 0.83020
N 0.67094 -0.10981 -0.02060
H -0.03575 2.53075 1.54360
H -0.80327 1.83323 0.15918
H 1.37053 -0.80417 -0.07072
H -0.28485 -0.28379 -0.51249
C 1.93783 -4.66890 -1.48204
O 1.82564 -5.45481 -0.30849
N 1.40574 -3.52297 -1.67831
N 2.63973 -5.06957 -2.52747
H 0.66396 -3.37040 -0.99401
H 1.34636 -3.02394 -2.60694
H 2.86996 -6.06147 -2.43245
H 3.16111 -4.51811 -3.20649
C -4.29707 3.18378 0.28423
C -3.14912 3.35588 -0.75626
C -3.32247 4.59848 -1.62898
O -2.04699 3.62289 -0.25230
H -4.47572 3.95123 0.96348
H -4.12171 2.32851 0.94741
H -5.18597 3.11054 -0.33378
H -3.03445 2.45502 -1.36023
H -2.64224 4.68022 -2.42170
H -3.18548 5.52913 -1.08713
H -4.34856 4.56648 -2.06503
H -1.45652 3.58798 -0.97179
C 4.88394 -2.96078 -1.07103
C 4.13807 -1.95655 -0.20287
C 4.95374 -0.72963 -0.01205
O 2.99743 -1.68833 -0.65010
H 4.45818 -3.94419 -1.09973
H 5.93733 -3.06318 -0.77326
H 4.83899 -2.61146 -2.11786
H 4.01667 -2.29893 0.82908
H 6.00468 -1.04298 0.05880
H 4.59099 -0.19118 0.84038
H 4.93845 -0.06731 -0.85904
H 2.60562 -2.53756 -0.87703
C 1.39912 4.26514 -3.38560
C 0.06780 3.92371 -2.84236
C -0.76160 3.02767 -3.70458
O 0.09008 3.44990 -1.70795
H 1.36827 4.44269 -4.44536
H 2.13624 3.50143 -3.11919
H 1.82869 5.19804 -2.98935
H -0.42891 4.88437 -2.68731
H -0.20021 2.54869 -4.45593
H -1.47326 3.48344 -4.24055
H -1.33755 2.28597 -3.15221
H 0.37770 4.14236 -1.05559
C -3.69844 -0.13062 3.15073
C -2.33107 0.32654 2.90850
C -1.37533 0.14946 4.15980
O -1.78398 -0.26856 1.96729
H -4.41531 0.08951 2.32461
H -4.10569 0.44830 3.90043
H -3.87392 -1.09954 3.53661
H -2.34199 1.42836 2.64066
H -1.21640 -0.88198 4.41783
H -1.74718 0.71660 5.02798
H -0.36047 0.58942 3.91833
H -1.03828 0.29083 1.65342
C 0.98030 -4.49030 4.00713
C 0.11247 -3.63429 3.14221
C 0.98250 -2.71962 2.24180
O -0.67289 -4.31630 2.39681
H 0.34601 -5.06060 4.74175
H 1.71545 -4.00638 4.61173
H 1.51694 -5.24661 3.43018
H -0.48600 -2.99559 3.80935
H 1.80600 -2.18327 2.86062
H 0.37062 -1.99880 1.71668
H 1.45441 -3.24419 1.37896
H -0.94708 -5.06484 2.96396
```

Record 2
# C21H70N6O14

14 unconnected molecules or ions with the total composition C21H70N6O14 (ωB97M-V/def2-TZVPD, OMol25).

Energy above the lowest of the compared OMol25 structures with the same formula, charge and spin in eV: 0.864
Spin multiplicity: 1
Frontier orbital gap in eV: 8.85

The geometry in XYZ format:
```
111
C21H70N6O14 (ωB97M-V/def2-TZVPD)
C 3.10671 1.72819 2.40885
C 3.87652 0.45933 2.93305
O 3.15120 -0.63861 2.52381
H 3.05726 1.64440 1.29807
H 3.69256 2.57397 2.72996
H 2.11267 1.77786 2.82010
H 3.89954 0.54006 3.98499
H 4.85195 0.43911 2.46242
H 3.52582 -1.17900 1.77539
C 0.98901 -2.96345 0.86331
C 1.67013 -3.91362 1.82846
O 1.22936 -5.20683 1.47649
H -0.09466 -3.02776 0.93463
H 1.27254 -3.36345 -0.11855
H 1.40003 -1.94123 0.97609
H 1.29565 -3.68374 2.77748
H 2.78020 -3.93225 1.95710
H 1.49942 -5.79411 2.14266
C -1.70341 2.56572 -3.51679
C -2.83183 1.91311 -2.77058
O -4.02669 2.36598 -3.37358
H -0.77917 2.37908 -2.98144
H -1.89554 3.62156 -3.51694
H -1.68191 2.30688 -4.58178
H -2.76479 2.30313 -1.73050
H -2.78499 0.80655 -2.80873
H -4.13481 1.99909 -4.23332
C -1.71025 -3.16907 -3.56594
C -3.10864 -3.74281 -3.69064
O -3.98617 -2.97087 -2.93050
H -1.66271 -2.05645 -3.69717
H -0.97206 -3.61706 -4.27583
H -1.30217 -3.35059 -2.56007
H -3.08807 -4.76950 -3.32637
H -3.48142 -3.70615 -4.71401
H -4.67788 -3.54373 -2.58480
C -0.35479 0.59964 1.09553
C -0.07235 0.72674 -0.40492
O -0.01860 -0.49756 -1.06598
H -0.21158 1.56567 1.51580
H 0.34611 -0.10312 1.50554
H -1.32513 0.15879 1.37681
H 0.79070 1.36138 -0.44146
H -0.86451 1.32984 -0.83705
H -0.89184 -0.95616 -0.88116
C -0.16144 4.27587 -0.08665
C 1.25562 4.39613 0.43873
O 2.10121 5.34895 -0.24746
H -0.80651 3.72442 0.57193
H -0.20286 3.55125 -0.89735
H -0.44924 5.23562 -0.38947
H 1.69895 3.41893 0.46417
H 1.30225 4.78838 1.46038
H 2.93861 4.93841 -0.29637
C 3.41028 -0.25247 -0.55587
C 4.29650 -1.49505 -0.61391
O 4.84162 -1.81979 0.66882
H 3.01598 -0.05872 -1.51726
H 4.13474 0.55211 -0.29749
H 2.49741 -0.27367 0.07278
H 5.26092 -1.27060 -1.14634
H 3.84068 -2.41731 -1.05096
H 5.73682 -2.18872 0.56061
C -2.31659 -1.46543 3.66080
O -2.04594 -0.08502 3.93347
N -3.47639 -1.96370 3.30061
N -1.38190 -2.31481 3.83604
H -4.10447 -1.19083 3.26362
H -3.63656 -2.94344 3.03104
H -0.43255 -1.96152 3.83842
H -1.48579 -3.36213 3.72773
C 2.29493 -3.12345 -3.33944
O 3.29298 -2.37601 -3.90311
N 2.22325 -4.43634 -3.37476
N 1.34849 -2.58014 -2.60260
H 3.05087 -4.86687 -3.78274
H 1.43638 -4.96833 -3.04172
H 1.50280 -1.62456 -2.36028
H 0.67702 -3.09603 -2.10549
C 1.69404 4.03621 -3.35256
O 1.94984 2.92034 -2.54088
N 1.57539 3.85799 -4.65058
N 1.55236 5.26038 -2.93318
H 1.87252 2.97689 -5.12544
H 1.11260 4.54974 -5.34162
H 1.70269 5.39841 -1.92887
H 1.63999 6.03765 -3.49411
C -4.03659 1.04535 0.68331
O -4.83876 2.03665 0.05051
H -3.30711 1.44664 1.41945
H -3.41428 0.59806 -0.08257
H -4.68400 0.28364 1.15795
H -5.41292 2.44695 0.71346
C 0.74223 -0.06832 4.74813
O 1.16884 -1.25725 4.15888
H 0.45061 0.68725 4.03506
H 1.66279 0.34037 5.25003
H -0.06153 -0.28574 5.49169
H 1.92527 -1.06441 3.62109
C -2.58440 -2.33966 -0.10997
O -2.79017 -1.42739 -1.13628
H -2.25526 -2.09036 0.92594
H -1.94156 -3.13855 -0.46516
H -3.58344 -2.71546 0.00548
H -3.31298 -1.96204 -1.74612
C -2.04283 3.19504 3.58400
O -2.50062 2.34083 4.64828
H -2.09151 4.16822 4.00192
H -2.62486 3.23466 2.62650
H -1.00938 2.96595 3.38114
H -2.33646 1.38787 4.40619
```

Record 3
# C21H71B2NO8

11 unconnected molecules or ions with the total composition C21H71B2NO8 (ωB97M-V/def2-TZVPD, OMol25).

Spin multiplicity: 1
Frontier orbital gap in eV: 9.80

The geometry in XYZ format:
```
103
C21H71B2NO8 (ωB97M-V/def2-TZVPD)
O -0.12047 2.16848 -1.45211
H -0.94160 2.14100 -1.94870
H -0.07331 1.48546 -0.77917
H 0.68495 2.08219 -1.96734
N 3.01393 -0.60054 -1.10666
H 2.12081 -0.59429 -0.63506
H 3.78762 -0.40306 -0.48818
H 2.96510 0.16669 -1.76169
H 3.17115 -1.43993 -1.64592
B 2.31855 1.67610 -2.68479
H 2.41195 1.92129 -1.63818
H 1.83071 2.51344 -3.15925
H 3.28979 1.50978 -3.12443
H 1.77438 0.75105 -2.79611
B 0.32093 -0.07712 -0.12628
H 1.17475 0.57578 -0.03177
H 0.04769 -0.20401 -1.16236
H 0.52895 -1.00271 0.38777
H -0.50129 0.40435 0.38007
C 0.60435 -5.13929 -4.13326
C 0.61510 -3.63623 -4.40690
C 0.34932 -2.86968 -3.14685
O 1.94562 -3.32935 -4.81012
H 0.59792 -5.64514 -5.09875
H -0.22790 -5.53667 -3.55226
H 1.46305 -5.41367 -3.52052
H -0.14551 -3.41843 -5.15665
H 0.46235 -1.80137 -3.33126
H 0.86011 -3.15045 -2.22578
H -0.70031 -2.99776 -2.88231
H 2.07156 -2.38887 -4.95587
C -3.14283 0.39408 -1.82672
C -3.43250 1.63048 -2.66051
C -4.13902 2.81470 -2.02489
O -2.18511 2.13508 -3.04480
H -4.01818 -0.21969 -1.61424
H -2.77126 0.50852 -0.80841
H -2.44080 -0.29822 -2.29145
H -3.95371 1.33470 -3.57097
H -5.20000 2.56541 -2.00841
H -3.92511 3.76047 -2.52274
H -3.76758 2.93966 -1.00777
H -2.31985 2.81219 -3.71186
C 5.12241 3.84495 1.73560
C 3.87145 3.63843 0.88051
C 2.60141 3.03861 1.63262
O 3.54625 4.92263 0.38355
H 5.98289 4.08770 1.11210
H 5.27750 2.93231 2.31104
H 4.94397 4.68408 2.40801
H 4.09138 3.00005 0.02482
H 3.03230 2.10669 1.99864
H 1.77447 2.90870 0.93448
H 2.29504 3.64332 2.48617
H 2.99112 4.78032 -0.38663
C -3.05793 -4.07949 -0.01703
C -2.47336 -2.62744 0.05680
C -3.13169 -1.78676 1.11365
O -1.13670 -2.78786 0.51293
H -2.45854 -4.74670 -0.63643
H -4.03367 -4.06785 -0.50272
H -3.30517 -4.50864 0.95395
H -2.41808 -2.15663 -0.92472
H -2.59365 -0.88625 1.40981
H -3.19729 -2.40880 2.00633
H -4.16039 -1.58182 0.81721
H -0.63789 -1.98016 0.37004
C -2.65690 5.43401 0.59672
C -1.90664 4.48388 1.55309
C -2.39929 4.52866 2.99008
O -2.02932 3.21920 1.07421
H -2.23033 5.37726 -0.40474
H -2.53078 6.42242 1.03856
H -3.70971 5.15188 0.58680
H -0.83332 4.64296 1.44926
H -2.17281 5.52619 3.36655
H -1.92473 3.79290 3.63935
H -3.47134 4.41414 3.15034
H -1.83453 2.63774 1.81284
C 2.36781 -3.66773 0.59117
C 1.71955 -5.02753 0.69115
C 2.60928 -6.02672 1.46427
O 0.50920 -4.86420 1.42234
H 1.82957 -2.93655 -0.01195
H 3.34587 -3.74747 0.11668
H 2.58360 -3.24964 1.57441
H 1.43291 -5.39118 -0.29561
H 3.48574 -6.39927 0.93406
H 1.96959 -6.84213 1.80195
H 3.07464 -5.57676 2.34123
H 0.03128 -4.19106 0.93237
C 0.45714 -0.55189 3.55205
C -0.84302 0.25416 3.80067
C -0.71366 1.27376 4.95879
O -1.24396 0.93276 2.65666
H 0.34969 -1.33622 2.80280
H 0.80169 -1.08567 4.43775
H 1.26593 0.09936 3.22066
H -1.69960 -0.39352 3.98753
H -0.45847 0.60755 5.78290
H -1.69059 1.74466 5.06814
H 0.01467 2.07314 4.82234
H -0.82931 0.57709 1.86726
```

Record 4
# C21H79I3N5O22

22 unconnected molecules or ions with the total composition C21H79I3N5O22 (ωB97M-V/def2-TZVPD, OMol25).

Charge: +1
Spin multiplicity: 1
Frontier orbital gap in eV: 8.60

The geometry in XYZ format:
```
130
C21H79I3N5O22 (ωB97M-V/def2-TZVPD)
C -7.35284 4.70711 -0.58156
C -5.79669 5.09123 -0.69496
C -5.11949 4.75831 -2.11838
C -5.74522 3.47979 -2.87682
C -4.62911 2.64023 -3.70596
C -4.41956 1.21934 -2.98230
C -2.88944 0.75948 -2.83851
C -1.92065 1.92084 -2.21235
C -0.81326 1.17046 -1.37967
N 0.04104 0.16505 -2.00405
C 0.96741 -0.26250 -0.97643
N 1.94733 -1.16467 -1.25637
C 2.99299 -1.61651 -0.30912
C 2.45697 -2.76478 0.67450
C 3.37802 -2.98380 1.99134
C 1.82402 -1.64484 -2.69127
C 2.87767 -2.76961 -3.09821
O 3.94765 -2.40637 -3.65048
I 2.58965 -4.90080 -2.77891
N 0.70821 0.37912 0.28628
C 1.27922 0.31495 1.63574
I -0.19183 -0.14611 3.23948
C 1.87642 1.78877 2.07555
C 2.40025 2.65951 0.84061
I 3.67510 1.37523 3.30695
N -0.35787 1.21445 -0.02246
N -1.03349 2.13157 0.76903
C -2.27982 1.79792 1.04141
C -2.95549 0.35746 0.98999
C -3.25743 3.02847 1.43016
H -7.79723 5.29273 0.29127
H -7.43422 3.57866 -0.38541
H -7.88563 5.01376 -1.54358
H -5.71897 6.22561 -0.50752
H -5.22578 4.54739 0.14787
H -5.26098 5.67357 -2.79449
H -3.98656 4.56611 -2.02635
H -6.32765 2.77068 -2.19961
H -6.49193 3.89613 -3.65404
H -3.67727 3.26593 -3.79820
H -5.01045 2.42892 -4.77132
H -4.95787 1.12494 -1.96863
H -4.92845 0.43280 -3.66081
H -2.47738 0.31613 -3.81141
H -2.87840 -0.08695 -2.05315
H -1.46256 2.44032 -3.13657
H -2.58395 2.61337 -1.59649
H 3.36315 -0.66439 0.23888
H 3.95490 -2.02311 -0.78676
H 2.41523 -3.74378 0.06251
H 1.38230 -2.52568 0.97293
H 2.75074 -2.61908 2.88976
H 3.50472 -4.11475 2.14103
H 4.36501 -2.41694 1.96082
H 0.78872 -2.14060 -2.83710
H 1.98239 -0.77283 -3.43149
H 2.10575 -0.41533 1.86590
H 1.15998 2.32459 2.77758
H 2.69673 2.05123 -0.07518
H 1.54448 3.39339 0.58119
H 3.29978 3.30021 1.15257
H -2.96651 -0.16046 2.00617
H -2.52935 -0.30825 0.16339
H -4.06373 0.52784 0.70623
H -4.33920 2.83426 1.13825
H -3.14489 3.26479 2.55234
H -2.88148 3.95755 0.85558
O -4.26696 5.32772 3.05585
H -5.08174 5.15034 3.54326
H -3.65470 5.64438 3.73231
O -3.32696 5.65817 -4.52000
H -3.72326 6.40845 -4.98019
H -2.62306 6.05578 -3.98685
O -5.60396 1.09418 3.18204
H -4.64743 1.05283 3.29981
H -5.75262 0.67979 2.32339
O -1.12257 -2.49673 0.34053
H -0.96335 -3.07853 -0.41472
H -0.64230 -1.69005 0.11937
O -0.71374 6.72701 -4.24765
H 0.24140 6.69412 -4.11283
H -0.84307 6.30831 -5.10899
O 2.11987 2.80644 -2.78590
H 1.29754 3.29390 -2.64989
H 1.87838 1.89082 -2.60525
O 5.98791 -1.78176 4.16806
H 5.59563 -1.02394 3.71648
H 6.69717 -1.39586 4.70000
O 6.34065 -4.85656 3.95744
H 6.17011 -3.99652 4.36595
H 5.46956 -5.26773 3.90707
O 0.89116 -6.09037 0.04021
H 0.64802 -6.96315 -0.30074
H 1.47643 -5.72888 -0.63776
O 4.97155 -7.80548 -2.11379
H 4.58014 -7.06454 -2.59300
H 5.67412 -7.39948 -1.58819
O 8.70613 -2.86224 2.55237
H 7.88618 -2.37070 2.68925
H 8.45648 -3.78174 2.71411
O 0.70281 -1.95462 6.53305
H 0.31141 -1.53806 5.75637
H 0.88883 -1.21322 7.12758
O -1.29783 0.18700 -5.95664
H -0.84326 0.10651 -5.10861
H -0.78872 0.85572 -6.43207
O 3.49998 3.21565 6.95351
H 4.45509 3.17484 7.08617
H 3.36506 2.80457 6.09084
O -0.19425 -8.29836 -2.04131
H 0.13094 -9.13914 -2.38857
H -0.33644 -7.75917 -2.82975
O 0.69274 -0.12423 9.27121
H -0.11820 -0.30622 9.76169
H 1.30656 0.19490 9.94418
O 5.59673 -2.01114 -6.28381
H 5.18880 -2.01005 -5.40891
H 6.37710 -2.56855 -6.17767
O -2.67531 6.17006 -0.03604
H -3.20433 6.75418 -0.59333
H -3.21997 6.04450 0.75313
O 7.63778 -7.87668 -3.61241
H 7.68733 -8.00153 -4.56777
H 6.70543 -8.02442 -3.40376
O -3.60514 -8.45699 -1.63622
H -2.64871 -8.49223 -1.49901
H -3.73590 -8.89605 -2.48529
O 3.83750 -2.23051 7.56772
H 2.87341 -2.27849 7.51336
H 4.09252 -1.75247 6.76963
```

Record 5
# C21H8Cl5N2S5Tl

A molecular structure, C21H8Cl5N2S5Tl (ωB97M-V/def2-TZVPD, OMol25).

Charge: -2
Energy above the lowest of the compared OMol25 structures with the same formula, charge and spin in eV: 0.344
Spin multiplicity: 1
Frontier orbital gap in eV: 5.34

The geometry in XYZ format:
```
42
C21H8Cl5N2S5Tl (ωB97M-V/def2-TZVPD)
Tl 1.72107 0.74257 0.02645
C -3.10153 0.58001 0.49700
C -1.72207 0.82092 0.40283
N -0.81502 0.04111 0.94925
C -1.22094 -1.03200 1.64539
C -2.57868 -1.35059 1.80904
C -3.52681 -0.51221 1.20013
C -2.96480 -2.50234 2.57295
C -2.04135 -3.29372 3.14927
C -0.64227 -3.01816 2.98426
C 0.34755 -3.84309 3.53696
C 1.66807 -3.56299 3.30228
C 1.97605 -2.45858 2.49372
N 1.07266 -1.66606 1.97211
C -0.22227 -1.91390 2.22074
H -3.79614 1.24590 0.00239
H -1.34563 1.67889 -0.14377
H -4.58145 -0.74814 1.29233
H -4.02219 -2.72048 2.67339
H -2.33431 -4.16247 3.72815
H 0.05219 -4.69760 4.13627
H 2.45926 -4.17711 3.71241
H 3.01043 -2.21862 2.26433
Cl -2.19832 1.31017 -3.06904
C -2.52363 -0.35858 -2.55495
C -1.50443 -1.06238 -1.94993
C -1.85340 -2.33445 -1.55965
Cl -0.60529 -3.36433 -0.81040
C -3.12090 -2.89258 -1.70279
Cl -3.50081 -4.50132 -1.14597
C -4.11848 -2.13080 -2.30979
Cl -5.71455 -2.77856 -2.52017
C -3.81283 -0.84326 -2.75331
Cl -5.05607 0.10733 -3.52210
S 0.06791 6.54560 4.83276
C 0.43628 5.30963 3.76176
S 0.03577 5.32053 2.09908
C 0.77595 3.80684 1.61406
C 1.37368 3.11303 2.61792
S 2.20146 1.58609 2.53913
S 1.29240 3.89130 4.18984
S 0.69081 3.38344 -0.07239
```

Q: spin multiplicity of number 5 (C21H8Cl5N2S5Tl)?
A: 1

Q: Which formula does entry 5 have?
A: C21H8Cl5N2S5Tl